[1]
12
Properties=species:S:1:pos:R:3:lowdin_charge:R:1 method="wB97M-V/def2-TZVPD" smiles="N=[S@](N)(=O)C(N)=O" homo_ev=-9.98 orbital_gap_ev=10.75 relative_energy_ev=0.905 multiplicity=1 total_energy_ev=-20517.500
N 1.363 -0.508 -1.050 -0.200
S 0.415 -0.541 0.131 0.646
N 1.194 -0.153 1.568 -0.082
O -0.408 -1.699 0.410 -0.350
C -0.712 0.920 -0.193 -0.607
N -1.674 0.538 -1.020 0.159
O -0.516 1.984 0.321 0.062
H 1.886 -1.346 -1.226 0.013
H 0.584 -0.216 2.368 0.066
H 1.657 0.740 1.510 0.063
H -2.387 1.178 -1.339 0.129
H -1.698 -0.426 -1.311 0.102

***

[2]
83
Properties=species:S:1:pos:R:3:lowdin_charge:R:1 method="wB97M-V/def2-TZVPD" homo_ev=-6.80 orbital_gap_ev=6.37 relative_energy_ev=0.090 multiplicity=1 total_energy_ev=-219206.576
Y -0.134 0.029 0.212 1.081
Cl 0.589 6.924 3.452 0.656
C 0.619 5.266 2.929 -0.670
C 1.098 4.276 3.800 -0.080
C 1.130 2.962 3.414 -0.001
C 0.672 2.554 2.137 -0.403
O 0.689 1.304 1.809 -0.264
C 0.196 3.575 1.268 -0.184
C -0.315 3.300 -0.044 -0.196
O -0.437 2.196 -0.581 -0.121
C 0.180 4.921 1.684 -0.063
H 1.438 4.564 4.786 0.110
H 1.485 2.196 4.091 0.117
H -0.627 4.182 -0.623 0.141
H -0.196 5.681 1.009 0.119
Br 3.109 2.482 -0.370 0.871
C 2.955 1.114 -1.674 -0.715
C 3.969 0.987 -2.611 -0.103
C 3.846 -0.019 -3.554 -0.035
C 2.728 -0.837 -3.526 0.014
C 1.769 -0.614 -2.556 -0.168
N 1.882 0.348 -1.624 0.042
C 0.510 -1.481 -2.510 -0.593
O 0.438 -2.448 -3.241 0.074
O -0.365 -1.073 -1.663 -0.215
H 4.814 1.657 -2.592 0.102
H 4.614 -0.158 -4.304 0.115
H 2.564 -1.639 -4.230 0.124
C -1.279 -3.507 2.458 -0.266
P -0.609 -2.867 0.882 0.794
C -1.779 -3.555 -0.332 -0.264
C 0.903 -3.879 0.633 -0.371
C 0.847 -5.228 0.294 -0.078
C 2.006 -5.957 0.083 -0.070
C 3.241 -5.340 0.210 -0.075
C 3.314 -3.999 0.552 -0.087
C 2.155 -3.258 0.768 -0.375
P 2.186 -1.481 1.200 0.852
C 3.921 -0.982 0.932 -0.270
C 2.098 -1.483 3.028 -0.241
H -1.435 -4.586 2.415 0.044
H -2.231 -3.000 2.624 0.015
H -0.608 -3.277 3.286 0.027
H -2.018 -4.599 -0.123 0.040
H -1.360 -3.451 -1.332 0.037
H -2.692 -2.960 -0.270 0.013
H -0.114 -5.714 0.178 0.100
H 1.946 -7.003 -0.189 0.107
H 4.151 -5.901 0.038 0.106
H 4.287 -3.533 0.640 0.090
H 4.186 -1.092 -0.121 0.042
H 4.616 -1.557 1.545 0.045
H 4.006 0.072 1.198 0.016
H 2.823 -2.174 3.460 0.053
H 1.095 -1.756 3.355 0.020
H 2.293 -0.466 3.372 0.036
C -5.878 0.216 -0.462 -0.245
Si -4.149 0.949 -0.369 0.147
C -4.351 2.791 -0.036 -0.224
C -3.358 0.758 -2.064 -0.237
As -2.873 -0.219 1.172 0.665
Si -3.063 0.886 3.196 0.151
C -2.819 2.750 3.263 -0.200
C -1.744 0.124 4.308 -0.234
C -4.756 0.547 3.940 -0.241
H -6.486 0.732 -1.210 0.025
H -6.384 0.289 0.503 0.016
H -5.827 -0.841 -0.729 0.021
H -4.870 3.259 -0.878 0.029
H -3.386 3.286 0.091 0.009
H -4.944 2.971 0.863 0.017
H -4.036 1.135 -2.835 0.029
H -3.134 -0.287 -2.289 0.021
H -2.424 1.320 -2.133 0.007
H -1.845 3.050 2.879 0.002
H -2.884 3.076 4.306 0.035
H -3.583 3.283 2.696 0.011
H -0.747 0.343 3.915 -0.003
H -1.859 -0.961 4.367 0.011
H -1.808 0.528 5.322 0.030
H -5.542 0.977 3.314 0.017
H -4.840 0.988 4.938 0.025
H -4.943 -0.525 4.015 0.020

***

[3]
17
Properties=species:S:1:pos:R:3:lowdin_charge:R:1 method="wB97M-V/def2-TZVPD" smiles=CO[C@@H]1[C@@H]2CC[C@@H]21 homo_ev=-9.13 orbital_gap_ev=10.22 relative_energy_ev=2.519 multiplicity=1 total_energy_ev=-8428.721
C -1.130 1.863 -0.149 -0.101
O -1.031 0.893 0.872 -0.110
C 0.281 0.469 1.020 -0.384
C 1.124 0.198 -0.144 -0.112
C 0.507 -0.737 -1.171 -0.161
C 0.155 -1.786 -0.110 -0.156
C 0.684 -0.939 1.029 -0.080
H -2.071 2.361 0.053 0.086
H -1.154 1.419 -1.156 0.077
H -0.311 2.601 -0.145 0.098
H 0.857 1.024 1.779 0.160
H 1.897 0.914 -0.444 0.129
H 1.294 -1.082 -1.844 0.108
H -0.336 -0.391 -1.779 0.097
H 0.804 -2.658 -0.215 0.108
H -0.887 -2.118 -0.068 0.111
H 0.995 -1.420 1.964 0.128

***

[4]
10
Properties=species:S:1:pos:R:3:lowdin_charge:R:1 method="wB97M-V/def2-TZVPD" smiles="O=CN1CC1" homo_ev=-10.05 orbital_gap_ev=11.13 relative_energy_ev=1.503 multiplicity=1 total_energy_ev=-6728.069
O 1.767 -0.039 -1.123 0.060
C 1.499 0.304 0.001 -0.296
N 0.261 0.109 0.677 -0.063
C -0.980 0.563 0.018 -0.119
C -0.660 -0.870 0.085 -0.137
H 2.254 0.777 0.657 0.127
H -1.703 1.007 0.697 0.102
H -0.926 1.027 -0.967 0.114
H -0.366 -1.344 -0.846 0.105
H -1.146 -1.534 0.800 0.107